[1]
ORCA calculation (ωB97M-V/def2-TZVPD) on the molecule C15H12ClN3O6S.

Summary:
SMILES: CC(=O)NS(=O)(=O)c1ccc(NC(=O)c2ccc(Cl)cc2[N+](=O)[O-])cc1
net charge: 0

Each line ends with the Mulliken charge.
Geometry (Å):
C (2.79, 3.42, -0.59)  -1.340
C (1.41, 2.82, -0.73)  0.821
O (0.99, 1.92, -0.03)  -0.472
N (0.66, 3.35, -1.74)  -0.261
H (1.04, 4.10, -2.30)  0.253
S (-1.02, 3.06, -1.96)  1.428
O (-1.73, 3.74, -0.93)  -0.683
O (-1.23, 3.46, -3.32)  -0.715
C (-1.13, 1.30, -1.77)  -0.065
C (-1.69, 0.79, -0.62)  -0.534
C (-1.66, -0.58, -0.41)  0.057
C (-1.05, -1.41, -1.35)  -0.195
C (-0.56, -0.88, -2.54)  -0.705
C (-0.60, 0.49, -2.75)  -0.572
H (-0.21, 0.93, -3.65)  0.448
H (-0.13, -1.53, -3.29)  0.461
N (-0.89, -2.77, -1.09)  -0.016
C (-0.48, -3.32, 0.09)  -0.088
O (-0.36, -4.51, 0.24)  -0.634
C (-0.03, -2.35, 1.15)  0.188
C (1.08, -1.54, 0.92)  -0.005
C (1.60, -0.75, 1.93)  -0.720
C (1.02, -0.77, 3.20)  0.237
C (-0.08, -1.58, 3.45)  -0.762
C (-0.59, -2.35, 2.42)  0.460
N (-1.81, -3.09, 2.65)  1.067
O (-2.53, -3.24, 1.68)  -0.549
O (-2.04, -3.46, 3.77)  -0.634
H (-0.54, -1.61, 4.42)  0.508
Cl (1.67, 0.21, 4.45)  -0.217
H (2.44, -0.10, 1.74)  0.415
H (1.55, -1.53, -0.05)  0.431
H (-1.00, -3.42, -1.85)  0.288
H (-2.12, -1.01, 0.46)  0.595
H (-2.13, 1.47, 0.09)  0.489
H (2.70, 4.47, -0.33)  0.360
H (3.33, 3.35, -1.53)  0.362
H (3.33, 2.90, 0.19)  0.303


[2]
ORCA calculation (ωB97M-V/def2-TZVPD) on a structure of composition C15H29OY.

Summary:
net charge: +2
energy above the lowest of the compared OMol25 structures with the same formula, charge and spin: 0.000 eV

Each line ends with the Mulliken charge.
Geometry (Å):
C (0.47, -1.43, -2.85)  -0.808
H (0.34, -2.32, -3.48)  0.459
H (-0.16, -0.63, -3.27)  0.221
H (0.10, -1.66, -1.85)  0.052
C (1.94, -1.00, -2.82)  0.034
H (2.05, -0.12, -2.16)  0.148
H (2.54, -1.80, -2.37)  0.328
C (2.49, -0.66, -4.21)  -1.400
H (3.54, -0.36, -4.16)  0.364
H (2.42, -1.53, -4.87)  0.359
H (1.92, 0.15, -4.67)  0.348
C (-0.69, 1.02, 1.73)  0.270
C (0.27, 1.87, 1.04)  0.641
C (-0.24, 2.06, -0.25)  0.514
C (-1.57, 1.46, -0.32)  0.480
C (-1.89, 0.91, 0.92)  0.570
C (-3.19, 0.34, 1.36)  -1.688
C (-2.46, 1.55, -1.52)  -1.626
C (0.39, 2.82, -1.36)  -1.595
C (1.52, 2.44, 1.62)  -1.641
C (-0.62, 0.69, 3.19)  -1.395
Y (-0.05, -0.21, 0.18)  1.660
H (-3.27, 0.83, -1.47)  0.406
H (-2.90, 2.54, -1.61)  0.382
H (-1.91, 1.36, -2.44)  0.287
H (-3.78, -0.03, 0.52)  0.439
H (-3.05, -0.50, 2.05)  0.339
H (-3.79, 1.09, 1.89)  0.360
H (0.41, 0.52, 3.51)  0.359
H (-1.02, 1.52, 3.79)  0.385
H (-1.20, -0.20, 3.43)  0.319
H (2.26, 2.66, 0.85)  0.412
H (1.32, 3.36, 2.16)  0.357
H (1.99, 1.75, 2.32)  0.369
H (0.25, 2.32, -2.33)  0.341
H (-0.04, 3.82, -1.46)  0.360
H (1.46, 2.94, -1.21)  0.407
C (0.73, -3.79, 2.69)  -1.384
C (0.23, -2.40, 2.29)  0.088
O (-0.21, -2.36, 0.96)  -0.573
H (-0.07, -4.54, 2.52)  0.349
H (1.01, -3.79, 3.76)  0.387
H (1.62, -4.06, 2.08)  0.431
H (-0.65, -2.20, 2.94)  0.169
H (1.02, -1.64, 2.46)  0.322
H (0.47, -2.82, 0.41)  0.393


What HOMO values result from the calculations? In sequence: -9.40; -16.16 eV.
What largest force on an atom values result from the calculations? In sequence: 0.0244; 0.1696 hartree/bohr.
What LUMO level values result from the calculations? In sequence: -0.698; -7.829 eV.